The following is a quantum chemistry calculation of a molecular structure, C18H25AuN8P in a non-equilibrium geometry, from the OMol25 dataset.

Geometry (Å):
Au -1.8870 -1.0002 -0.3206
C -0.0265 3.7353 2.2479
N -0.6867 2.9408 1.2458
C -1.3178 3.4477 0.1654
C -1.7886 2.3792 -0.5673
N -1.4405 1.2491 0.0680
C -0.7751 1.5878 1.1751
P -0.3726 0.4720 2.5732
C -2.0093 -0.3633 2.5632
N -2.6813 -0.9224 1.5459
C -3.8309 -1.4153 2.0515
C -3.8617 -1.1516 3.4065
N -2.7219 -0.4951 3.7020
C -2.2984 -0.0110 4.9898
C 0.5107 -0.9234 1.7790
N 0.0388 -1.6814 0.7862
C 0.8718 -2.7221 0.6308
C 1.8880 -2.6050 1.5544
N 1.6465 -1.4843 2.2676
C 2.4795 -1.0227 3.3471
H -0.6326 4.6123 2.4775
H 0.9442 4.0801 1.8853
H 0.1160 3.1529 3.1567
H -1.4014 4.5001 -0.0289
H -2.3632 2.3793 -1.4717
H -4.5605 -1.9164 1.4482
H -4.6102 -1.4041 4.1347
H -3.0500 -0.2402 5.7409
H -2.1509 1.0701 4.9663
H -1.3593 -0.4814 5.2856
H 0.7006 -3.4964 -0.0884
H 2.7378 -3.2399 1.7209
H 2.7602 -1.8717 3.9727
H 1.9426 -0.2960 3.9549
H 3.3954 -0.5668 2.9642
N -1.1991 -1.1369 -2.1673
C -0.4987 -1.0141 -3.0839
N 0.2264 -0.8189 -4.1238
C 0.3876 0.5386 -4.5977
C 1.7110 1.0702 -4.0004
C 2.8332 0.1797 -4.5046
C 2.6150 -1.2516 -4.0516
C 1.2387 -1.7430 -4.5728
H -0.4627 1.1574 -4.3126
H 0.4601 0.5222 -5.6859
H 1.6454 1.0357 -2.9081
H 1.8475 2.1060 -4.3078
H 3.7985 0.5407 -4.1192
H 2.9062 0.2394 -5.5938
H 2.6199 -1.3185 -2.9595
H 3.3836 -1.9141 -4.4473
H 1.0317 -2.7566 -4.2289
H 1.2503 -1.7324 -5.6653

Properties
calculated total energy	-1614.9386	Eh
multiplicity	1
Kohn-Sham gap (alpha / beta)	4.71 / 4.70	eV
LUMO (alpha / beta)	-13.3 / -13.3	eV
total charge	+3
molecular weight	581.40	g mol⁻¹
E_HOMO (alpha / beta)	-18.03 / -18.03	eV

Results of the Mulliken charge analysis, in e, for atoms 1 through 6:
1. Au 0.999
2. C -0.815
3. N 0.173
4. C -0.242
5. C -0.930
6. N 0.065